No. 1
Entry from the Open Molecules 2025 dataset: the molecule C4H7N3O2S in a non-equilibrium geometry (ωB97M-V/def2-TZVPD).

XYZ file:
```
17
Properties=species:S:1:pos:R:3:forces:R:3:nbo_charge:R:1
C 1.61459 -0.89906 -0.91055 -0.2 0.4 0.0 -0.021
C 1.68297 -1.95534 0.93659 -0.2 0.2 0.2 0.182
C 1.00521 -0.09922 0.02032 -0.4 0.6 -0.1 -0.272
C -2.25771 0.39187 -0.35227 -0.3 -0.3 0.4 -0.441
N 2.02728 -2.04387 -0.32005 0.3 -0.4 -0.3 -0.442
N 1.04472 -0.79252 1.19685 0.1 -0.1 0.3 -0.499
N -1.22497 1.07313 -1.09387 2.6 0.7 1.4 -0.791
O -0.29256 1.69330 1.34295 0.1 -0.3 -0.1 -0.942
O 0.96095 2.45388 -0.65490 -0.1 -0.1 -0.2 -0.904
S 0.17903 1.45730 0.00344 -1.7 -0.6 -1.7 2.256
H 1.77596 -0.71465 -1.95096 0.0 0.1 -0.3 0.226
H 1.86820 -2.71007 1.67258 0.0 -0.1 0.3 0.206
H -3.13957 0.28163 -0.98123 0.0 0.0 0.0 0.214
H -1.88635 -0.60157 -0.09688 -0.2 -0.1 0.0 0.200
H -2.53253 0.91311 0.57077 -0.1 -0.1 -0.1 0.199
H 0.70694 -0.41614 2.07024 0.0 -0.1 0.0 0.446
H -1.53217 1.96821 -1.45303 0.1 0.3 0.0 0.383
```
Positions in Å, forces in eV/Å.

Summary:
SMILES	CNS(=O)(=O)c1cnc[nH]1
E_tot	-869.5296	hartree


No. 2
Entry from the Open Molecules 2025 dataset: the molecule C4H7N3O3 in a non-equilibrium geometry (ωB97M-V/def2-TZVPD).

XYZ file:
```
17
Properties=species:S:1:pos:R:3:forces:R:3:nbo_charge:R:1
C -0.40362 0.73051 -0.65920 0.6 -0.7 -0.2 -0.154
C 0.69063 0.23732 0.27888 0.2 0.7 1.6 -0.029
C -0.05322 -0.20349 -1.86526 -2.3 3.2 -0.5 0.619
C 0.38848 0.47202 1.77593 -0.2 -0.5 -0.3 0.674
H -2.43374 0.86964 -0.83799 0.7 -0.1 0.8 0.375
H -2.01028 -0.45908 -0.04737 0.5 -0.1 0.1 0.364
H -0.24478 1.77201 -0.94747 -0.2 -0.2 0.1 0.238
H 1.65167 0.76967 0.12183 -0.4 -0.4 -0.4 0.214
H 1.19184 -1.76119 -1.87285 -0.9 0.1 0.6 0.401
H 0.03014 -1.58409 2.06815 0.0 0.3 -0.2 0.415
H -0.24441 -0.53673 3.43094 0.1 -0.1 -0.4 0.406
N -1.75060 0.51851 -0.13464 -0.9 0.6 -1.1 -0.812
N 0.40717 -1.32929 -1.34248 2.5 -2.6 0.2 -0.335
N -0.02180 -0.65061 2.44537 0.0 0.7 0.6 -0.828
O 0.80513 -1.17547 0.03376 -0.3 0.4 -1.1 -0.380
O -0.32194 0.05904 -3.02305 0.6 -0.7 0.5 -0.569
O 0.50213 1.58409 2.25490 -0.1 -0.7 -0.2 -0.597
```
Positions in Å, forces in eV/Å.

Summary:
SMILES	NC(=O)[C@H]1ONC(=O)[C@H]1N
E_tot	-546.5763	hartree


No. 3
Entry from the Open Molecules 2025 dataset: the molecule C4H7N3S in a non-equilibrium geometry (ωB97M-V/def2-TZVPD).

XYZ file:
```
15
Properties=species:S:1:pos:R:3:forces:R:3:nbo_charge:R:1
C 0.28988 -0.33569 -0.82872 -0.4 0.5 2.5 0.109
C -0.46828 -0.06627 1.82501 -0.3 1.0 -2.3 -0.530
C -0.21868 1.21870 1.02058 0.7 -1.9 -0.2 -0.084
C 0.19612 1.15198 -0.39587 1.1 -2.3 -0.3 -0.136
H -0.38550 -2.54019 -3.00316 1.6 1.4 2.1 0.363
H -0.21948 -2.75289 -1.36129 0.0 0.0 0.8 0.349
H -0.02214 0.11127 2.82795 -0.5 -0.8 -0.6 0.248
H -1.54792 -0.28721 1.69452 0.6 0.2 1.2 0.229
H -0.79424 2.00155 1.26317 -2.1 2.8 1.1 0.194
H 1.32129 2.54586 0.75201 -0.3 -2.3 -0.3 0.360
H 0.05335 1.85578 -1.19364 -0.5 0.4 0.1 0.232
N 0.16923 -2.21201 -2.11651 -1.4 -1.9 -2.5 -0.626
N 0.14287 -0.87712 -1.94889 0.1 1.6 -0.7 -0.259
N 1.15334 1.47870 0.72236 0.9 2.2 -0.7 -0.577
S 0.33016 -1.29247 0.74248 0.6 -0.9 -0.2 0.128
```
Positions in Å, forces in eV/Å.

Summary:
SMILES	N/N=C1\SC[C@H]2N[C@@H]12
E_tot	-718.9715	hartree


No. 4
Entry from the Open Molecules 2025 dataset: a cluster of 2 separate species, C4H7N3S in total in a non-equilibrium geometry (ωB97M-V/def2-TZVPD).

XYZ file:
```
15
Properties=species:S:1:pos:R:3:forces:R:3:nbo_charge:R:1
C 1.27292 -1.46167 0.22256 -3.9 0.6 0.0 0.248
C -0.19016 0.61087 0.27428 0.5 1.0 -1.8 0.422
C -1.22442 0.26219 -0.80421 3.0 -1.8 1.1 -0.255
C -2.42217 0.62958 -0.51664 -0.8 1.8 1.4 -0.348
H 2.55751 1.50471 -0.95121 0.3 -0.2 0.7 0.133
H 2.49703 -1.92030 0.96161 -3.9 1.6 -2.6 0.220
H 0.43594 -3.07848 0.49277 -1.9 2.5 -2.0 0.345
H 0.32715 1.93646 1.65471 1.4 -0.1 0.6 0.368
H -0.95066 -0.46435 -1.64132 -0.3 1.4 1.4 0.237
H -3.05951 0.33054 -1.26055 -2.6 -0.2 -1.2 0.198
H -2.60388 1.29260 0.37507 -0.2 -1.0 -1.2 0.237
N 1.06336 0.01647 -0.10828 4.1 -2.3 1.9 -0.639
N 0.08796 -2.08943 -0.03135 7.3 -2.7 3.7 -0.643
N -0.37905 1.56771 1.07410 -1.5 -0.9 -1.0 -0.654
S 2.58800 0.86309 0.25845 -1.4 0.3 -1.0 0.131
```
Positions in Å, forces in eV/Å.

Summary:
E_tot	-718.8690	hartree


No. 5
Entry from the Open Molecules 2025 dataset: a cluster of 2 separate species, C4H7N3S in total in a non-equilibrium geometry (ωB97M-V/def2-TZVPD).

XYZ file:
```
15
Properties=species:S:1:pos:R:3:forces:R:3:nbo_charge:R:1
C 1.11489 1.61402 -0.07822 0.4 -0.5 0.1 -0.113
C 0.20426 0.56475 -0.07669 -4.0 0.0 -1.3 -0.146
C 0.89507 -0.57083 0.27526 0.0 0.6 -0.1 0.224
C -2.05941 0.79549 -0.72804 3.5 -0.9 1.5 -0.486
N 2.31062 1.17223 0.26187 0.8 0.6 0.1 -0.291
N 2.17039 -0.15190 0.46827 -0.3 -0.1 0.0 -0.363
N 0.49550 -1.87711 0.49707 0.0 -0.3 0.1 -0.809
S -3.05268 0.22189 0.58089 -0.3 0.1 0.1 0.071
H 0.95329 2.64620 -0.31280 0.1 0.2 0.0 0.207
H -2.07965 1.86264 -0.83418 0.0 0.2 -0.1 0.222
H -2.03536 0.19625 -1.61838 0.0 0.1 -0.3 0.213
H 2.96533 -0.69436 0.76775 -0.1 0.1 0.0 0.400
H -0.31202 -2.14651 -0.04503 0.1 0.0 0.0 0.383
H 1.24404 -2.55182 0.42394 -0.2 0.0 -0.1 0.376
H -2.81428 -1.08095 0.41831 0.0 -0.1 0.0 0.113
```
Positions in Å, forces in eV/Å.

Summary:
E_tot	-718.9387	hartree


No. 6
Entry from the Open Molecules 2025 dataset: the molecule C4H7N5 in a non-equilibrium geometry (ωB97M-V/def2-TZVPD).

XYZ file:
```
16
Properties=species:S:1:pos:R:3:forces:R:3:nbo_charge:R:1
C -0.89501 -0.09322 1.42930 1.1 1.7 -2.5 0.227
C -1.89160 0.75815 0.94911 3.8 -0.3 -2.7 -0.103
C -0.71754 0.31943 -0.89521 1.0 -0.5 3.8 0.487
C 1.36601 -0.18927 -1.98097 -0.4 -2.3 0.6 0.281
H -0.12860 0.34516 3.33816 0.0 1.9 0.4 0.374
H -0.62196 -1.15223 3.31175 0.5 1.1 -1.9 0.375
H -2.64797 1.27244 1.37420 -2.2 1.3 1.9 0.199
H -0.39809 0.35252 -2.91631 -0.2 1.0 -1.9 0.402
H 1.81413 -0.08327 -2.89404 1.3 1.3 -2.4 0.157
H 3.26189 -0.37456 -1.21314 -4.6 -1.9 0.2 0.374
H 0.83823 -0.79557 0.23306 -1.9 0.9 -0.5 0.467
N -0.22277 -0.37950 2.68898 -1.7 -3.0 -0.5 -0.850
N -1.67013 1.19758 -0.43186 0.5 -3.9 -0.5 -0.501
N -0.05268 -0.12669 -2.14720 0.5 0.9 5.0 -0.595
N 2.08736 -0.74740 -1.04691 2.9 3.1 -0.8 -0.699
N -0.12130 -0.30356 0.20108 -0.5 -1.1 1.9 -0.595
```
Positions in Å, forces in eV/Å.

Summary:
SMILES	[H]/N=C/Nc1ncc(N)[nH]1
E_tot	-430.2878	hartree


Which formula does entry 5 have? C4H7N3S